The following is a quantum chemistry calculation of C15H10Cl3N5O5Ta as an isolated structure, from OMol25.

Kohn-Sham gap   4.9176 eV
Total charge   +3
HOMO energy   -16.80 eV
DFT total energy   -2664.18343 hartree
Energy relative to the best compared isomer or geometry (same formula, charge and spin)   0.0 kJ/mol

Each line ends with the Löwdin charge.
Geometry (Å):
Ta  -0.012  0.385  -0.193  1.85
O  -1.241  -1.097  -0.007  -0.17
C  -2.555  -1.112  0.031  -0.01
C  -3.349  0.020  0.042  -0.10
C  -4.758  -0.190  0.125  0.13
C  -5.578  0.897  0.159  -0.08
C  -5.080  2.195  0.119  0.13
C  -3.706  2.439  0.040  0.08
C  -2.854  1.367  -0.001  -0.23
O  -1.510  1.559  -0.079  -0.24
N  -7.051  0.687  0.243  -0.34
O  -7.728  1.683  0.230  0.15
O  -7.417  -0.462  0.213  0.14
H  -2.987  -2.109  0.065  0.18
H  -5.187  -1.185  0.161  0.16
H  -5.789  3.016  0.153  0.16
H  -3.322  3.449  0.017  0.15
Cl  4.394  0.011  5.583  0.82
C  3.628  -0.017  4.059  -0.63
C  2.286  0.362  3.969  -0.07
C  1.734  0.302  2.716  -0.48
Cl  0.065  0.824  2.405  0.84
C  2.413  -0.099  1.578  -0.39
O  1.720  -0.086  0.403  -0.30
C  3.751  -0.442  1.684  -0.58
Cl  4.625  -0.918  0.291  0.79
C  4.351  -0.408  2.935  -0.07
H  1.734  0.683  4.841  0.13
H  5.390  -0.689  3.037  0.13
N  3.005  0.356  -5.309  0.27
C  1.712  0.486  -5.511  -0.37
N  1.171  0.591  -6.698  0.27
N  0.846  0.516  -4.448  0.25
C  0.657  0.472  -3.268  -0.18
N  0.347  0.435  -2.092  -0.04
H  3.660  0.342  -6.080  0.16
H  3.387  0.267  -4.380  0.15
H  1.722  0.571  -7.546  0.17
H  0.171  0.699  -6.789  0.16

---

The following is a quantum chemistry calculation of C15H10ClCrNO4 as an isolated structure, from OMol25.

Kohn-Sham gap (alpha / beta)   6.5528 / 5.3963 eV
Multiplicity   5
Total charge   0
HOMO energy (alpha / beta)   -6.41 / -9.12 eV
DFT total energy   -2437.68890 hartree
Energy relative to the best compared isomer or geometry (same formula, charge and spin)   0.0 kJ/mol

Each line ends with the Löwdin charge.
Geometry (Å):
Cr  0.017  0.079  0.045  0.71
C  -1.938  -3.418  -1.419  -0.06
C  -0.909  -4.035  -2.157  -0.07
C  0.328  -3.461  -2.232  -0.02
C  0.574  -2.231  -1.561  -0.16
C  -0.468  -1.610  -0.816  -0.13
C  -1.711  -2.221  -0.760  -0.07
C  1.807  -1.555  -1.579  -0.17
C  2.990  -1.940  -2.235  -0.02
C  4.115  -1.186  -2.174  -0.02
C  4.101  0.049  -1.415  -0.14
C  5.192  0.877  -1.303  -0.02
C  5.132  2.066  -0.559  -0.04
C  3.959  2.438  0.087  -0.06
C  2.846  1.633  -0.003  0.03
C  2.882  0.425  -0.751  -0.17
N  1.783  -0.332  -0.820  0.07
H  -2.911  -3.888  -1.370  0.11
H  -1.105  -4.970  -2.666  0.11
H  1.114  -3.938  -2.801  0.10
H  -2.510  -1.758  -0.196  0.11
H  2.982  -2.863  -2.798  0.11
H  5.026  -1.478  -2.677  0.11
H  6.115  0.604  -1.799  0.12
H  6.009  2.695  -0.490  0.11
H  3.916  3.354  0.659  0.11
H  1.927  1.916  0.496  0.09
O  -0.076  2.436  1.515  -0.53
Cl  -1.500  2.289  1.852  1.05
O  -2.014  3.278  2.810  -0.47
O  -0.185  -0.363  1.560  -0.39
O  -0.971  1.047  -0.745  -0.40

---

The following is a quantum chemistry calculation of C15H10F5GaN3O4SeTe as an isolated structure, from OMol25.

Kohn-Sham gap   7.3432 eV
Total charge   -1
HOMO energy   -5.68 eV
DFT total energy   -6136.59840 hartree
Energy relative to the best compared isomer or geometry (same formula, charge and spin)   178.8 kJ/mol

Each line ends with the Löwdin charge.
Geometry (Å):
Ga  0.353  -1.100  -0.523  0.19
O  -3.533  0.200  -2.212  0.07
C  -3.640  1.295  -1.437  -0.26
C  -4.832  2.019  -1.536  -0.02
C  -5.039  3.139  -0.759  -0.10
C  -4.064  3.570  0.137  -0.10
C  -2.882  2.864  0.231  -0.03
C  -2.643  1.729  -0.548  -0.07
C  -1.347  1.028  -0.421  -0.37
O  -1.196  -0.083  -1.105  -0.10
N  -0.406  1.556  0.308  0.12
N  0.699  0.731  0.228  -0.01
C  1.863  1.179  0.498  -0.02
C  3.052  0.420  0.146  -0.14
C  4.269  0.763  0.745  -0.05
C  5.451  0.160  0.376  -0.11
C  5.422  -0.796  -0.641  -0.09
C  4.242  -1.139  -1.262  -0.01
C  3.020  -0.558  -0.885  -0.31
O  1.924  -0.907  -1.543  -0.07
H  -2.705  -0.263  -1.961  0.08
H  -5.583  1.662  -2.229  0.11
H  -5.975  3.679  -0.845  0.10
H  -4.230  4.443  0.754  0.09
H  -2.103  3.174  0.914  0.11
H  1.955  2.182  0.912  0.14
H  4.265  1.525  1.517  0.11
H  6.381  0.426  0.861  0.09
H  6.342  -1.280  -0.949  0.10
H  4.214  -1.882  -2.048  0.12
F  -1.313  -3.367  3.288  -0.35
Te  -0.011  -2.901  2.060  1.86
F  0.169  -4.752  1.711  -0.39
F  0.238  -1.400  3.189  -0.39
F  -1.097  -1.374  1.282  -0.39
F  1.438  -3.409  3.158  -0.39
O  1.101  -2.387  0.667  -0.45
Se  -0.749  -3.073  -2.150  0.77
C  -1.406  -3.467  -0.530  -0.79
N  -1.643  -3.608  0.602  -0.04

---

The following is a quantum chemistry calculation of C15H11BiBrN6O5 as an isolated structure, from OMol25.

Kohn-Sham gap   7.8525 eV
Total charge   +1
HOMO energy   -12.05 eV
DFT total energy   -4071.46105 hartree

Each line ends with the Löwdin charge.
Geometry (Å):
Bi  -0.421  -0.222  0.032  1.52
O  4.115  -0.820  1.218  0.18
C  2.839  -0.499  1.145  -0.45
O  2.088  -0.916  0.288  -0.04
C  2.401  0.442  2.228  -0.17
C  3.268  0.969  3.174  0.05
C  2.745  1.850  4.106  0.01
C  1.396  2.169  4.056  0.04
C  0.609  1.587  3.071  -0.17
N  1.111  0.739  2.184  0.07
C  -0.866  1.851  2.869  -0.44
O  -1.502  2.642  3.715  0.19
O  -1.469  1.354  1.947  -0.03
H  4.341  -1.419  0.486  0.16
H  4.314  0.699  3.172  0.13
H  3.381  2.290  4.862  0.13
H  0.997  2.868  4.780  0.12
H  -0.941  2.979  4.423  0.12
N  -3.480  -1.753  -4.548  0.14
C  -2.420  -1.373  -4.298  -0.35
N  -1.199  -0.900  -4.046  0.13
C  -0.643  -1.091  -2.946  -0.37
N  -0.079  -1.213  -1.906  -0.11
Br  0.448  2.040  -0.833  0.13
N  -3.930  4.326  -1.359  0.18
C  -4.846  3.323  -1.270  -0.50
O  -6.035  3.503  -1.147  0.10
C  -4.294  1.923  -1.312  -0.09
C  -5.091  0.905  -1.826  0.05
C  -4.606  -0.389  -1.852  -0.02
C  -3.347  -0.629  -1.335  -0.14
N  -2.586  0.346  -0.822  -0.13
C  -3.049  1.603  -0.812  -0.11
H  -4.303  5.260  -1.430  0.12
H  -3.031  4.161  -1.779  0.10
H  -6.078  1.150  -2.196  0.14
H  -5.169  -1.203  -2.285  0.12
H  -2.929  -1.629  -1.339  0.12
H  -2.402  2.351  -0.374  0.07

---

The following is a quantum chemistry calculation of C15H11BrClGaIN4O4 as an isolated structure, from OMol25.

Kohn-Sham gap   7.3381 eV
Total charge   +1
HOMO energy   -11.18 eV
DFT total energy   -6354.76574 hartree
Energy relative to the best compared isomer or geometry (same formula, charge and spin)   50.1 kJ/mol

Each line ends with the Löwdin charge.
Geometry (Å):
Ga  0.207  0.972  -0.802  0.32
N  2.036  1.897  -0.494  0.06
N  2.726  1.644  -1.707  0.04
C  1.900  1.594  -2.847  -0.67
O  2.399  1.663  -3.943  0.11
O  0.631  1.440  -2.593  -0.02
H  1.774  2.868  -0.267  0.15
H  2.562  1.517  0.296  0.14
H  3.537  2.244  -1.842  0.16
Cl  -1.898  1.143  5.623  0.73
C  -1.549  1.479  3.952  -0.60
C  -1.975  2.665  3.457  -0.16
C  -1.703  2.999  2.131  -0.62
I  -2.495  4.793  1.414  0.98
C  -1.099  2.132  1.260  -0.40
O  -0.847  2.342  -0.027  -0.11
C  -0.655  0.927  1.829  -0.11
N  -0.010  0.052  0.976  0.08
C  0.436  -1.089  1.458  -0.08
C  0.241  -1.498  2.744  -0.03
C  -0.436  -0.706  3.583  0.02
C  -0.864  0.562  3.184  -0.16
H  -2.479  3.426  4.074  0.11
H  1.040  -1.700  0.788  0.12
H  0.737  -2.415  3.071  0.13
H  -0.579  -0.995  4.620  0.12
O  -0.978  -4.540  -3.311  0.13
C  -0.553  -3.368  -2.870  -0.28
C  0.782  -3.051  -2.400  0.04
C  1.023  -1.845  -1.841  -0.12
N  0.055  -0.941  -1.606  -0.03
C  -1.143  -1.242  -2.147  -0.62
Br  -2.344  0.200  -2.063  1.01
C  -1.526  -2.405  -2.794  0.00
H  -0.204  -5.090  -3.577  0.16
H  1.681  -3.719  -2.560  0.15
H  2.039  -1.510  -1.555  0.15
H  -2.468  -2.446  -3.214  0.11

---

The following is a quantum chemistry calculation of C15H11Cl2ErN2S as an isolated structure, from OMol25.

Kohn-Sham gap (alpha / beta)   5.1204 / 5.3359 eV
Multiplicity   4
Total charge   +2
HOMO energy (alpha / beta)   -13.63 / -13.81 eV
DFT total energy   -3020.56582 hartree

Each line ends with the Löwdin charge.
Geometry (Å):
Er  1.667  8.564  9.321  1.19
N  0.107  10.481  9.808  0.06
C  -0.573  9.405  9.149  -0.29
C  -1.084  9.453  7.810  0.05
C  -0.788  8.446  6.887  -0.01
C  -0.274  7.247  7.298  -0.01
C  -0.108  6.923  8.691  -0.22
C  0.489  5.746  9.128  0.02
C  0.730  5.660  10.504  0.01
C  0.318  6.652  11.433  -0.07
N  -0.013  7.906  11.016  -0.23
C  -0.423  8.029  9.677  -0.26
H  0.188  11.351  9.269  0.14
H  -0.142  10.735  10.772  0.05
H  -1.481  10.378  7.523  0.12
H  -0.843  8.681  5.811  0.15
H  0.060  6.487  6.615  0.14
H  0.765  4.893  8.507  0.16
H  1.247  4.799  10.915  0.14
H  0.521  6.500  12.499  0.15
Cl  2.950  8.595  11.518  0.71
C  2.501  8.936  13.245  -0.54
C  3.502  8.891  14.175  -0.09
C  3.286  9.280  15.521  -0.02
C  2.033  9.693  15.953  -0.06
C  1.048  9.817  15.008  -0.65
Cl  -0.493  10.543  15.324  0.73
C  1.241  9.420  13.631  -0.64
S  -0.131  9.264  12.646  0.92
H  4.503  8.735  13.791  0.12
H  4.111  9.235  16.222  0.13
H  1.767  9.934  16.968  0.13